[1]
ORCA calculation (wB97M-V/def2-TZVPD) on 3 unconnected molecules or ions with the total composition C24H33FN3O10P.

The spin multiplicity is 1. The SMILES is CC[C@@H](F)[C@](CCCCN(C)C(C)=O)(OC=O)P(=O)(O)O.O=[N+]([O-])c1ccccc1.O=[N+]([O-])c1ccccc1. The calculation puts the gap between HOMO and LUMO at 8.826 eV. The value obtained for the HOMO energy is -9.469 eV.

Cartesian coordinates (Å):
P -0.90987 0.12401 1.02621
F -1.70422 -1.63777 -2.04369
O -7.75573 1.05402 -1.78475
O 4.92288 -4.79143 0.33542
O 2.42145 -0.32219 -1.75141
O 3.17038 6.57997 3.84541
O -2.26702 -0.63930 1.40494
O 5.04859 5.97792 3.00007
O 0.62861 0.83590 -1.02033
O 3.75457 -3.68246 -1.08411
O 0.25251 -0.63422 1.81954
O -0.98405 1.52280 1.45538
N 4.70935 -3.81641 -0.34886
N 3.85016 5.86382 3.14386
N -6.41618 -0.62756 -0.98132
C -7.65314 0.03807 -1.09791
C -8.86603 -0.49320 -0.37194
C -3.04655 1.11922 -0.96264
C 3.29180 2.91748 0.93501
C 6.32569 -0.52057 -0.97135
C 1.91253 2.76678 1.03430
C 6.78743 -2.82600 0.51691
C -1.65233 0.94825 -1.54728
C -5.35577 0.29707 -0.55854
C 7.69074 -1.77738 0.56359
C -0.60475 0.09570 -0.81153
C 5.66697 -2.70270 -0.28270
C 1.80332 4.64002 2.53574
C 7.46204 -0.62744 -0.18046
C 1.17349 3.62224 1.83588
C -0.09005 -2.44420 -0.57119
C -0.48163 -1.29444 -1.47416
C -6.41873 -1.81486 -0.10967
C 5.41724 -1.56464 -1.02756
C -3.99420 -0.06792 -1.11676
C 3.17465 4.77864 2.41703
C 1.78391 0.07717 -0.78252
C 0.24980 -3.67443 -1.41052
C 3.93170 3.93129 1.62942
H -9.73375 0.02687 -0.74294
H 3.87159 2.24809 0.31199
H 0.40051 -4.52437 -0.75714
H 4.53092 -1.48675 -1.64013
H -1.73816 0.59095 -2.56330
H 0.82324 -2.18347 -0.05024
H 0.25437 -0.33095 2.73145
H 2.16713 -0.12922 0.21865
H -6.48860 -1.53777 0.94002
H -9.02536 -1.54914 -0.53407
H -0.88431 -2.65306 0.13549
H -3.59834 -0.98486 -0.70458
H -5.61071 1.27202 -0.95281
H 0.10503 3.49173 1.90598
H -3.50842 1.92828 -1.51934
H 0.21616 -1.24043 -2.30003
H -8.79404 -0.31292 0.69491
H -7.18936 -2.51252 -0.38801
H 8.17224 0.18763 -0.14434
H 1.41471 1.98559 0.48409
H -3.03864 1.45466 0.06836
H 5.00101 4.05825 1.55615
H -4.12983 -0.24537 -2.17965
H 6.95743 -3.72265 1.09318
H 1.20362 -3.48438 -1.88371
H -5.30596 0.39203 0.52852
H 1.23400 5.30995 3.16148
H -2.06599 -1.53404 1.69407
H 6.14736 0.37602 -1.54833
H 8.57486 -1.85826 1.17981
H -1.21369 1.93441 -1.62020
H -0.51413 -3.88885 -2.14150
H -5.46446 -2.30873 -0.24136

Mulliken atomic charge list, values in e, 2 entries: P -0.04; F -0.39

[2]
ORCA calculation (wB97M-V/def2-TZVPD) on a molecular structure, C20H36ClF5N3O10S2Y.

The spin multiplicity is 1. The value obtained for the energy above the lowest of the compared OMol25 structures with the same formula, charge and spin is 0.0 kcal per mole. The calculation puts the gap between HOMO and LUMO at 9.537 eV. The value obtained for the HOMO energy is -9.238 eV.

Cartesian coordinates (Å):
Y -28.36337 8.60037 1.49404
Cl -28.48832 7.77305 -1.00002
S -31.13309 9.20199 3.66247
S -31.71901 7.45978 1.93868
F -24.00923 11.98019 1.32456
F -24.18724 9.88088 0.85736
F -24.44514 10.55491 2.89796
F -31.11795 7.23172 0.51090
F -29.71702 9.75062 4.22857
O -27.79391 7.85046 3.90640
O -26.99553 10.31357 2.11969
O -27.42113 6.36924 5.55382
O -32.99697 8.03112 1.74509
O -31.64406 6.16658 2.49344
O -31.58412 8.29417 4.66427
O -31.78341 10.43916 3.42995
O -30.70587 12.32672 0.73042
O -29.61922 10.38998 0.61054
O -26.56835 10.80997 0.06025
N -26.07076 7.39731 1.29745
N -28.64027 6.00296 1.96291
N -30.47371 8.47167 2.40712
C -23.84605 6.71507 -1.26029
C -25.56269 7.35095 4.52313
C -29.00292 4.96647 2.27229
C -28.76024 6.45921 6.07893
C -28.90839 2.50097 1.92223
C -26.23462 11.69831 -0.98649
C -29.50275 3.67237 2.71124
C -28.92841 7.60007 7.05841
C -30.42886 11.17399 0.16300
C -29.28551 2.50303 0.43599
C -26.63950 11.04270 -2.28094
C -24.63847 7.75536 -2.03220
C -23.75527 6.99988 0.23539
C -30.09322 12.62711 1.98305
C -27.04059 7.20236 4.60001
C -26.20562 11.09316 1.39566
C -28.87904 13.52437 1.78028
C -25.03689 7.29604 0.83568
C -31.06249 10.96670 -1.17816
C -24.70830 10.84964 1.62942
H -27.81690 2.48015 1.98980
H -29.24053 1.58441 2.41420
H -29.14473 8.56518 6.63030
H -25.17984 11.99660 -0.95009
H -28.84765 5.54163 6.66578
H -30.59017 3.68096 2.71322
H -23.03879 7.79160 0.44425
H -31.96132 11.57980 -1.23187
H -29.83700 11.75473 2.57370
H -29.20128 14.55983 1.67739
H -30.84894 13.13955 2.57603
H -28.25188 13.47633 2.67091
H -29.70227 7.30779 7.76852
H -29.14557 3.56833 3.74249
H -25.30813 8.27718 5.04578
H -28.89665 1.62067 -0.06018
H -26.52137 11.67225 -3.15948
H -25.64692 7.83052 -1.60586
H -24.15306 8.72607 -1.94901
H -30.36446 2.65501 0.31300
H -24.81858 7.45896 -3.06368
H -30.38819 11.24994 -1.98370
H -23.33244 6.12009 0.72844
H -22.80912 6.69306 -1.61624
H -24.17756 5.68637 -1.41512
H -29.55580 6.36950 5.33907
H -26.82359 12.62104 -0.86640
H -27.72521 10.88056 -2.19029
H -25.23250 7.52603 3.50424
H -25.05492 6.50660 4.98144
H -28.29923 13.18349 0.92717
H -26.35632 12.16362 1.63688
H -26.26446 10.03271 -2.41233
H -28.01365 7.74862 7.64263
H -28.91820 3.40764 -0.06481
H -31.26302 9.90404 -1.29214

Mulliken atomic charge list, values in e, 2 entries: Y 1.10; Cl -0.60

[3]
ORCA calculation (wB97M-V/def2-TZVPD) on a molecular structure, C17H11Cl5N4Pd.

The spin multiplicity is 1. Its charge is +2. The value obtained for the energy above the lowest of the compared OMol25 structures with the same formula, charge and spin is 0.0 kcal per mole. The calculation puts the gap between HOMO and LUMO at 5.823 eV. The value obtained for the HOMO energy is -14.507 eV.

Cartesian coordinates (Å):
Pd 0.63075 0.67067 0.55284
Cl 2.29603 -1.41493 -1.45916
Cl 1.84802 -4.45942 -1.53509
Cl -0.54045 -1.14063 3.13612
Cl 0.18789 -5.85440 0.69358
Cl -0.95838 -4.18024 3.04133
N -1.51520 0.66770 0.39635
N -3.29169 0.77545 -0.87215
N 0.29232 0.98320 -1.56628
N -1.12137 1.28791 -3.19912
C 0.00589 -2.01639 1.75292
C -1.95338 0.85243 -0.83891
C 2.63781 1.24977 0.74138
C 0.13679 1.38911 -3.74104
C 0.63991 -1.38325 0.69213
C -2.62319 0.46232 1.18675
C -3.73279 0.53058 0.40429
C -0.98798 1.04676 -1.88585
C 1.14104 1.70308 2.41534
C 1.02375 2.76524 1.43239
C 1.25801 -2.15025 -0.28567
C -0.14169 -3.40483 1.75772
C 0.38843 -4.16330 0.71277
C 1.93594 2.50416 0.42473
C 1.11785 -3.53965 -0.29875
C 2.20785 0.83956 2.03977
C 1.01097 1.19493 -2.71908
H 0.55460 1.61178 3.31689
H -3.88705 0.86518 -1.68103
H -4.77698 0.43461 0.64480
H 0.31396 3.57660 1.47839
H -2.55574 0.28994 2.24324
H 3.42176 0.79097 0.16014
H 2.56173 -0.01504 2.59595
H 2.07043 3.06722 -0.48655
H -1.98085 1.38691 -3.71727
H 0.29941 1.58634 -4.78617
H 2.08559 1.18991 -2.74772

natural (NBO) atomic charge list, values in e, 2 entries: Pd 1.01; Cl 0.05